Computed, not measured: a 2-piece molecular cluster, C7H10 overall, with ωB97M-V with the def2-TZVPD basis set.

Structure (XYZ):
```
17
Properties=species:S:1:pos:R:3:forces:R:3:mulliken_charge:R:1
C 1.5072 -0.2269 0.9854 -0.1638 0.9418 0.1161 -0.68
C 1.0563 1.2137 0.4042 0.2662 -0.1075 0.3449 -0.25
C 1.2316 -1.0921 -0.1321 -0.1236 -0.6653 -0.4760 -0.26
C -0.0614 -1.4028 -0.5561 0.0026 0.1421 0.0022 -0.10
C -1.2232 -0.7627 -0.1655 0.0909 -0.3591 -0.4366 -0.50
C -1.3170 0.4848 0.6084 0.0258 0.4880 0.5056 -0.50
C -0.2157 1.4950 0.3824 0.1425 -0.4946 -0.1689 -0.38
H 2.5594 -0.1938 1.2739 -0.1660 0.0140 -0.0663 0.32
H 0.8896 -0.4157 1.8684 0.1013 -0.0261 -0.1219 0.27
H 1.8810 1.8151 0.0388 -0.1864 0.0594 0.0401 0.40
H 2.0673 -1.4550 -0.7278 -0.1377 -0.0523 0.1396 0.33
H -0.1574 -2.1615 -1.3313 0.0117 0.0984 0.1157 0.32
H -2.1437 -1.1012 -0.6389 0.1330 0.0288 0.1117 0.39
H -1.4662 1.0003 -2.2817 0.0548 0.1208 0.0296 0.05
H -2.3190 0.9173 0.5448 0.1792 -0.0338 -0.0023 0.32
H -1.1416 0.2921 1.6822 -0.1676 -0.0693 -0.0514 0.31
H -1.1472 1.5935 -1.9549 -0.0628 -0.0852 -0.0821 -0.04
```
Forces are in eV/Å.

Results
HOMO level (alpha / beta)	-7.39 / -8.27	eV
HOMO-LUMO gap (alpha / beta)	7.2 / 8.1	eV